i) This record from OMol25 describes a 3-piece molecular cluster, C4H15N2O2 overall. The level of theory is wB97M-V/def2-TZVPD.

Calculated values
HOMO energy in eV: -12.725
Charge: +1
Gap between HOMO and LUMO in eV: 5.3

Cartesian coordinates (Å):
N -0.471 -1.702 1.614
C -0.044 -1.541 0.258
C 1.374 -1.020 0.054
N 1.458 0.493 -0.073
C 1.111 0.965 -1.322
C 1.174 2.491 -1.360
O 0.465 3.063 -0.261
H -0.308 -2.594 2.060
H -0.634 -0.777 -0.288
H -1.461 -1.512 1.760
H -0.158 -2.448 -0.338
H -0.322 -0.335 -2.227
H 2.081 -1.284 0.833
H 1.726 -1.483 -0.867
H 0.696 0.756 0.563
H 1.792 0.593 -2.097
H -0.087 0.829 -1.693
H 0.855 3.011 -2.259
H 2.217 2.849 -1.362
H -0.444 2.819 -0.485
H -3.610 -1.552 3.092
H -4.114 -0.604 2.046
O -3.298 -1.017 2.352

The Löwdin scheme yields these atomic charges, measured in e: 0.026 -0.296 -0.148 0.062 -0.241 -0.203 -0.025 0.089 0.084 0.031 0.118 0.371 0.128 0.114 0.147 0.148 0.150 0.134 0.156 0.099 0.058 0.053 -0.054



ii) This record from OMol25 describes a 3-piece molecular cluster, C4H15N2O2 overall. The level of theory is wB97M-V/def2-TZVPD.

Calculated values
HOMO energy in eV: -13.080
Charge: +1
Gap between HOMO and LUMO in eV: 10.1

Cartesian coordinates (Å):
C -0.112 -0.452 -0.247
C 0.863 -0.153 0.902
C 1.411 1.302 0.894
C 2.397 2.543 -0.957
N 1.580 1.688 -0.421
N 0.532 -0.419 -1.658
H -0.911 0.154 -0.214
H -0.440 -1.424 0.095
H 0.323 -0.151 1.953
H 1.592 -0.871 0.892
H 0.676 2.008 1.422
H 2.258 1.327 1.689
H 2.774 3.479 -0.410
H 2.664 2.370 -1.977
H -0.224 -0.135 -2.366
H 1.258 0.203 -1.825
H 0.882 -1.379 -1.862
H -2.952 -0.103 1.937
H -3.597 -1.439 1.908
O -2.838 -0.928 1.478
H -3.062 -2.910 -0.997
H -2.706 -2.083 0.224
O -2.368 -2.627 -0.459

The Löwdin scheme yields these atomic charges, measured in e: -0.131 -0.154 -0.278 0.035 -0.094 0.210 0.078 0.101 0.165 0.076 0.142 0.153 0.114 0.058 0.208 0.079 0.183 0.054 0.118 -0.062 0.017 -0.051 -0.024



Q: Which of them is the most stable? A: ii).



i) This record from OMol25 describes an isolated molecule of C5H2N2O. The level of theory is wB97M-V/def2-TZVPD.

Calculated values
HOMO energy in eV: -10.708
Gap between HOMO and LUMO in eV: 8.2
SMILES: N#CC1=NC(=O)C=C1

Cartesian coordinates (Å):
C -1.166 -0.819 -0.081
C -1.332 0.736 -0.111
C -0.024 1.048 0.075
C 0.849 -0.143 0.089
C 2.216 -0.208 -0.028
H -2.451 1.252 -0.279
H 0.419 2.071 0.298
N 0.218 -1.298 0.117
N 3.390 -1.000 -0.096
O -2.119 -1.640 0.015

The Löwdin scheme yields these atomic charges, measured in e: -0.365 0.043 -0.056 -0.381 -0.016 0.192 0.133 0.211 0.159 0.080



ii) This record from OMol25 describes C5H2N2O as an isolated structure. The level of theory is wB97M-V/def2-TZVPD.

Calculated values
HOMO energy (alpha / beta) in eV: -9.731 / -9.731
Gap between HOMO and LUMO (alpha / beta) in eV: 8.1 / 8.1

Cartesian coordinates (Å):
C 1.927 0.676 0.111
C 0.769 -1.476 -0.439
C 0.949 -0.216 0.017
C -0.687 -0.178 0.091
C -1.784 0.853 0.232
N 2.630 1.535 0.398
N -0.701 -1.359 -0.393
O -2.306 1.527 -0.580
H 1.375 -2.263 -0.758
H -2.172 0.901 1.320

The Löwdin scheme yields these atomic charges, measured in e: -0.220 0.037 -0.151 -0.111 -0.216 0.186 0.118 0.116 0.100 0.141



Q: Which of them is the most stable? A: ii).



i) This record from OMol25 describes C5H4O3 as an isolated structure. The level of theory is wB97M-V/def2-TZVPD.

Calculated values
HOMO energy in eV: -8.852
Gap between HOMO and LUMO in eV: 8.5

Cartesian coordinates (Å):
C 1.114 -0.347 -0.100
C 0.265 0.819 0.191
C -1.114 0.965 -0.174
C -1.774 -0.240 -0.050
C 0.348 -1.379 0.010
H 2.625 0.746 0.320
H 0.734 1.876 0.458
H -1.459 1.922 -0.137
H 0.854 -2.397 -0.202
O 2.373 -0.287 -0.287
O -2.969 -0.360 -0.222
O -0.996 -1.318 0.193

The Löwdin scheme yields these atomic charges, measured in e: -0.476 0.065 0.049 -0.530 -0.059 0.288 0.149 0.088 0.179 0.050 0.104 0.094



ii) This record from OMol25 describes an isolated molecule of C5H4O3. The level of theory is wB97M-V/def2-TZVPD.

Calculated values
HOMO energy in eV: -9.691
Gap between HOMO and LUMO in eV: 9.0
SMILES: C#CCC(=O)C(=O)O

Cartesian coordinates (Å):
C -0.029 0.631 1.362
C -1.182 0.045 0.569
C -0.412 -1.036 -0.417
C 0.403 -0.433 -1.615
C 1.182 -0.274 -2.542
H 0.564 2.656 1.977
H -1.301 -1.786 -0.874
H 0.119 -1.528 0.577
H 2.283 -0.115 -3.152
O -0.328 1.899 1.873
O 1.037 -0.059 1.191
O -2.336 -0.001 1.052

The Löwdin scheme yields these atomic charges, measured in e: -0.367 -0.254 -0.117 -0.156 0.031 0.273 0.164 0.169 0.127 0.023 0.015 0.091



Q: Which of them is the most stable? A: i).